A structure of composition C46H41MnN8S2, computed with ωB97M-V/def2-TZVPD.

The geometry in XYZ format:
```
98
Properties=species:S:1:pos:R:3:forces:R:3:lowdin_charge:R:1
Mn -0.72959 -0.20352 -0.28389 0.0 -0.2 -0.4 0.86
N 1.42420 -4.32181 -1.26373 -0.1 0.1 0.0 0.13
C 1.11250 -3.04173 -1.02368 0.2 0.0 -0.1 -0.12
N -0.08353 -2.56674 -0.89283 0.3 0.0 0.1 0.11
C -1.14608 -3.44851 -0.99732 -0.1 -0.1 -0.1 -0.27
N -2.36733 -3.05741 -0.87276 0.0 -0.2 0.0 0.09
N -2.46363 -1.71859 -0.59786 0.1 0.2 0.1 -0.04
C -3.65280 -1.27951 -0.57569 -0.4 -0.1 0.0 -0.07
C -3.88852 0.12974 -0.31376 -0.1 0.6 0.1 -0.27
C -5.13738 0.69351 -0.54064 0.1 0.0 0.0 0.00
C -5.29657 2.05614 -0.33453 -0.1 0.0 0.0 -0.04
C -4.21054 2.79919 0.08637 0.0 0.1 0.0 -0.03
C -2.99671 2.15738 0.29099 0.1 -0.1 0.0 -0.09
N -2.83349 0.85012 0.10508 -0.1 0.0 0.0 0.07
C -0.89157 -4.86388 -1.27194 0.1 -0.1 0.0 -0.08
C -1.91769 -5.80531 -1.40272 0.0 0.1 0.0 0.00
C -1.61584 -7.12668 -1.64839 0.0 0.0 0.0 -0.06
C -0.28520 -7.53450 -1.76582 0.0 0.0 0.0 -0.05
C 0.74201 -6.62334 -1.64074 0.0 0.0 0.0 -0.01
C 0.42842 -5.28961 -1.39536 0.0 0.0 0.0 -0.17
H 2.39219 -4.58189 -1.35327 0.0 0.0 0.0 0.16
H 1.95770 -2.36471 -0.94090 -0.1 -0.1 0.0 0.12
H -4.49659 -1.93235 -0.78290 0.0 -0.1 0.0 0.14
H -5.95821 0.07879 -0.88667 0.0 0.0 0.0 0.12
H -6.25607 2.52637 -0.50393 0.0 0.0 0.0 0.12
H -4.28798 3.86416 0.25633 0.0 0.0 0.0 0.12
H -2.11719 2.71070 0.59935 0.0 0.0 0.0 0.11
H -2.94040 -5.46853 -1.30845 0.0 0.0 0.0 0.11
H -2.41013 -7.85304 -1.75318 0.0 0.0 0.0 0.11
H -0.05611 -8.57500 -1.95485 0.0 0.0 0.0 0.11
H 1.77641 -6.93234 -1.73051 0.0 0.0 0.0 0.12
S -2.39678 -1.12881 6.78106 0.0 0.0 0.0 1.07
C -4.08706 -1.05150 7.00437 0.0 0.0 0.0 -0.40
C -4.73933 -0.79137 5.83932 -0.1 0.0 0.0 -0.17
C -3.85342 -0.65341 4.74253 0.1 0.0 0.0 -0.12
C -2.53710 -0.81036 5.09281 -0.1 0.0 0.0 -0.49
C -1.35777 -0.73223 4.22937 0.1 0.0 0.0 -0.18
C -1.51326 -0.60519 2.83291 0.1 0.0 0.0 -0.04
N -0.50756 -0.52139 1.99006 -0.2 0.0 -0.1 0.08
C 0.75356 -0.56250 2.46766 -0.1 0.0 0.3 -0.15
C 1.02675 -0.67277 3.83665 -0.1 0.0 -0.1 -0.12
C 2.39107 -0.65562 4.28505 0.1 0.0 -0.1 0.00
C 3.40869 -0.50849 3.40687 -0.1 0.0 0.2 0.00
C 3.15218 -0.36823 2.00148 -0.1 0.0 -0.1 -0.12
C 4.16240 -0.15142 1.05517 0.0 0.0 -0.1 0.07
C 3.84695 0.02442 -0.28019 -0.1 0.0 0.1 -0.17
C 2.48063 -0.05061 -0.62974 0.1 0.0 0.1 -0.10
N 1.52290 -0.29610 0.23533 0.1 0.3 0.0 0.05
C 1.83153 -0.42382 1.53624 0.3 0.0 0.0 -0.16
C 4.86709 0.27365 -1.30052 0.1 0.0 0.0 -0.48
C 6.20474 0.50486 -1.11443 -0.1 0.0 0.0 -0.11
C 6.90698 0.70323 -2.32859 0.1 0.0 0.0 -0.17
C 6.09631 0.62021 -3.41826 0.0 0.0 0.0 -0.40
S 4.47784 0.30788 -2.98029 0.0 0.0 0.0 1.06
C -0.06309 -0.76337 4.71306 -0.1 0.0 0.0 0.04
H -4.51069 -1.20033 7.98595 0.0 0.0 -0.1 0.07
H -5.81370 -0.69877 5.76662 0.0 0.0 0.0 0.11
H -4.18909 -0.43257 3.73934 0.0 0.0 0.0 0.11
H -2.50061 -0.56009 2.39155 0.0 0.0 0.0 0.10
H 2.58432 -0.74733 5.34723 0.0 0.0 0.0 0.12
H 4.43627 -0.48234 3.74941 0.0 0.0 0.0 0.12
H 5.19266 -0.11785 1.39002 0.0 0.0 0.0 0.13
H 2.14604 0.10542 -1.65042 0.0 0.0 0.0 0.09
H 6.68060 0.54471 -0.14428 0.0 0.0 0.0 0.11
H 7.96740 0.90250 -2.38897 0.0 0.0 0.0 0.11
H 6.36508 0.73379 -4.45723 0.0 0.0 0.0 0.07
H 0.13077 -0.84138 5.77719 0.0 0.0 0.0 0.11
C 1.10933 3.59368 2.44358 0.0 0.0 0.0 -0.04
C 0.93400 3.63452 0.94731 0.0 0.0 0.0 -0.28
C 1.32478 4.74434 0.20488 0.0 0.0 0.0 -0.03
C 1.14242 4.74265 -1.17341 0.0 0.0 0.0 -0.27
C 1.52892 5.94593 -1.99289 0.0 0.0 0.0 -0.05
C 0.60149 3.63353 -1.81372 0.0 -0.1 0.1 0.00
C 0.21358 2.47017 -1.11158 0.0 0.1 -0.1 -0.30
C 0.37924 2.54763 0.29656 0.0 0.0 -0.2 -0.07
N -0.28783 1.31353 -1.66021 0.0 -0.2 0.3 -0.07
C -0.60819 1.22546 -3.09277 -0.1 0.0 0.0 -0.62
C 0.60384 1.44956 -4.02924 0.1 0.1 0.0 -0.04
C -1.09785 -0.20256 -3.33602 0.0 -0.1 0.0 -0.07
C -1.76211 2.17282 -3.45905 0.0 0.0 0.0 -0.04
H 1.45336 4.55308 2.82939 0.0 0.0 0.0 0.08
H 1.84421 2.83614 2.73303 0.0 0.0 0.0 0.07
H 0.17117 3.34726 2.94839 0.0 0.0 0.0 0.08
H 1.75493 5.60997 0.69701 0.0 0.0 0.0 0.11
H 1.98754 6.71669 -1.37331 0.0 0.0 0.0 0.07
H 0.65552 6.38329 -2.48226 0.0 0.0 0.0 0.08
H 2.23914 5.67432 -2.77688 0.0 0.0 0.0 0.08
H 0.48127 3.68720 -2.88346 0.1 0.0 0.0 0.09
H 0.05835 1.72262 0.92434 -0.1 -0.1 0.0 0.07
H 1.54445 1.37404 -3.48058 0.0 0.0 0.0 0.05
H 0.59174 2.42724 -4.51139 0.0 0.0 0.0 0.07
H 0.61816 0.70396 -4.82823 0.0 0.0 0.0 0.08
H -0.32375 -0.92513 -3.05545 0.0 0.0 0.0 0.07
H -1.34476 -0.36827 -4.38669 0.0 0.1 0.0 0.09
H -1.99548 -0.40782 -2.74994 0.0 0.0 0.0 0.05
H -1.49912 3.21379 -3.26709 -0.1 -0.1 0.0 0.07
H -2.64063 1.93087 -2.85237 0.0 0.0 0.0 0.07
H -2.03527 2.07956 -4.51401 0.0 0.0 0.0 0.09
```
Positions in Å, forces in eV/Å.

Values from the calculation:
Kohn-Sham gap (spin up / spin down) ... 5.421 / 5.463 eV
2S+1 ... 6
Relative energy (zero: lowest compared OMol25 entry of this formula, charge and spin) ... 0.137 eV
Total energy ... -4162.87528 Ha
Net charge ... +1
E_HOMO (spin up / spin down) ... -8.42 / -8.51 eV